Record 1
{"formula": "C6H40O15", "method": "ωB97M-V/def2-TZVPD", "e_lumo_ha": [-0.1840, -0.2975], "e_tot_ev": -37574.749, "homo_ev": [-13.417, -13.417], "orbital_gap_ev": [8.4, 5.3], "spin_multiplicity": 2, "de_lowest_kcal_mol": 0.00, "total_charge": 1, "species": ["C", "C", "C", "C", "C", "C", "H", "H", "H", "H", "H", "H", "H", "H", "H", "H", "H", "H", "O", "H", "H", "O", "H", "H", "O", "H", "H", "O", "H", "H", "O", "H", "H", "O", "H", "H", "O", "H", "H", "O", "H", "H", "O", "H", "H", "O", "H", "H", "O", "H", "H", "O", "H", "H", "O", "H", "H", "O", "H", "H", "O"], "xyz": [[2.448, -2.533, -1.185], [3.078, -1.174, -1.102], [2.365, -0.047, -1.792], [1.801, 0.979, -1.084], [0.822, 1.845, -1.637], [0.295, 2.921, -1.004], [2.819, -3.220, -0.419], [2.612, -2.928, -2.206], [1.376, -2.386, -1.064], [4.130, -1.168, -1.449], [3.186, -0.832, -0.069], [2.041, -0.161, -2.830], [1.781, 0.912, 0.005], [0.434, 1.404, -2.553], [0.609, 3.061, 0.039], [-0.570, 3.559, -1.125], [-1.644, 0.167, 5.097], [-1.681, 0.596, 3.735], [-1.456, 0.984, 4.606], [1.403, -2.046, 2.201], [0.403, -2.750, 1.161], [0.989, -2.877, 1.934], [-3.204, 1.836, -4.307], [-1.977, 2.257, -3.551], [-2.855, 2.579, -3.788], [-1.605, -0.623, -2.359], [-0.571, -1.176, -1.419], [-0.667, -0.518, -2.118], [-4.996, 1.375, -1.309], [-4.188, 2.242, -2.440], [-4.413, 2.114, -1.503], [-1.234, -3.074, -2.591], [-1.875, -3.076, -1.197], [-2.050, -2.846, -2.135], [0.165, -0.235, -4.755], [-0.708, 0.197, -5.925], [0.213, 0.127, -5.653], [-1.518, 1.056, -0.990], [-3.089, 1.266, -0.644], [-2.228, 0.875, -0.374], [3.343, 1.400, 0.413], [3.287, 2.258, 1.703], [3.692, 1.466, 1.306], [-1.624, 0.475, 1.229], [-0.481, 0.046, 2.125], [-1.431, -0.114, 1.997], [-2.850, -1.615, 1.994], [-4.151, -2.322, 1.856], [-3.204, -2.500, 1.802], [1.595, 2.427, 3.472], [1.387, 3.975, 3.298], [2.073, 3.301, 3.296], [-1.523, -2.718, 0.815], [-1.164, -4.173, 0.871], [-1.013, -3.384, 0.324], [0.460, 0.947, 4.097], [1.974, 0.439, 3.922], [1.243, 0.917, 3.507], [3.478, -0.236, 2.339], [3.532, -1.867, 2.646], [3.121, -1.014, 2.788]]}

Record 2
{"formula": "C6H48NO18", "method": "ωB97M-V/def2-TZVPD", "e_lumo_ha": -0.1122, "e_tot_ev": -45332.709, "homo_ev": -12.137, "orbital_gap_ev": 9.1, "de_lowest_kcal_mol": 35.14, "total_charge": 1, "species": ["C", "O", "C", "C", "N", "H", "H", "C", "C", "O", "C", "H", "H", "H", "H", "H", "H", "H", "H", "H", "H", "H", "H", "H", "H", "O", "H", "H", "O", "H", "H", "O", "H", "H", "O", "H", "H", "O", "H", "H", "O", "H", "H", "O", "H", "H", "O", "H", "H", "O", "H", "H", "O", "H", "H", "O", "H", "H", "O", "H", "H", "O", "H", "H", "O", "H", "H", "O", "H", "H", "O", "H", "H"], "xyz": [[-44.856, 35.418, -11.093], [-44.241, 34.818, -9.888], [-44.741, 33.512, -9.734], [-43.997, 32.923, -8.431], [-44.671, 31.757, -7.729], [-45.682, 32.067, -7.572], [-44.507, 30.995, -8.252], [-44.117, 31.468, -6.305], [-42.678, 30.839, -6.419], [-42.323, 30.317, -5.191], [-41.152, 29.552, -5.198], [-44.675, 34.638, -11.745], [-44.236, 36.166, -11.298], [-46.026, 35.547, -10.860], [-44.335, 32.758, -10.498], [-45.821, 33.384, -9.724], [-44.063, 33.628, -7.808], [-43.064, 32.500, -8.720], [-44.757, 30.686, -5.786], [-44.252, 32.308, -5.693], [-41.978, 31.524, -6.809], [-42.736, 30.019, -7.193], [-41.141, 29.047, -5.930], [-41.213, 28.899, -4.470], [-40.326, 30.185, -5.375], [-47.062, 32.995, -6.622], [-47.618, 32.676, -6.018], [-46.647, 33.847, -6.417], [-46.790, 32.649, -12.185], [-47.420, 33.172, -11.667], [-46.926, 31.771, -12.066], [-43.476, 27.506, -8.002], [-44.173, 27.513, -7.349], [-43.702, 26.983, -9.010], [-38.895, 30.922, -7.378], [-38.991, 31.946, -7.395], [-38.440, 30.990, -6.548], [-42.470, 36.082, -8.432], [-42.848, 35.279, -8.888], [-41.904, 36.537, -8.972], [-41.950, 26.621, -3.901], [-42.225, 26.874, -2.928], [-42.797, 26.843, -4.243], [-42.099, 30.866, -10.186], [-43.044, 30.713, -10.004], [-41.703, 30.029, -10.364], [-44.410, 29.627, -9.331], [-43.982, 28.810, -9.074], [-45.219, 29.427, -9.755], [-48.068, 35.972, -8.971], [-48.209, 35.385, -9.696], [-48.270, 36.812, -9.419], [-39.287, 26.481, -4.334], [-39.048, 25.595, -4.695], [-40.211, 26.630, -4.070], [-42.910, 30.922, -2.620], [-42.411, 31.063, -3.530], [-42.264, 30.645, -2.034], [-44.435, 27.433, -5.110], [-45.332, 26.846, -5.117], [-44.777, 28.127, -4.714], [-47.439, 30.603, -8.215], [-47.594, 30.463, -9.096], [-48.269, 31.134, -8.014], [-42.666, 37.615, -13.706], [-42.924, 38.057, -12.911], [-42.182, 38.230, -14.281], [-45.201, 29.661, -3.404], [-45.801, 30.264, -2.913], [-44.352, 30.146, -3.578], [-45.494, 33.856, -3.478], [-46.042, 33.318, -3.033], [-46.258, 34.284, -3.941]]}

Record 3
{"formula": "C6H4BO10PdS2", "method": "ωB97M-V/def2-TZVPD", "e_lumo_ha": [0.0968, -0.0153], "e_tot_ev": -52589.405, "homo_ev": [-4.283, -6.691], "orbital_gap_ev": [6.9, 6.3], "spin_multiplicity": 5, "de_lowest_kcal_mol": 0.00, "total_charge": -1, "species": ["Pd", "O", "S", "O", "O", "O", "O", "B", "O", "C", "C", "C", "C", "C", "C", "H", "H", "H", "H", "O", "S", "O", "O", "O"], "xyz": [[-0.260, -0.761, 2.066], [1.328, -0.453, 3.600], [1.650, -1.839, 3.077], [2.769, -2.470, 3.702], [1.783, -1.622, 1.591], [0.339, -2.570, 3.209], [-2.093, 0.455, -1.820], [-2.334, -0.765, -0.936], [-0.899, -1.346, -0.815], [-0.086, -0.469, -1.310], [1.316, -0.475, -1.256], [1.950, 0.583, -1.846], [1.237, 1.645, -2.477], [-0.132, 1.684, -2.525], [-0.813, 0.618, -1.926], [1.835, -1.256, -0.719], [3.031, 0.634, -1.818], [1.803, 2.456, -2.917], [-0.680, 2.501, -2.970], [-2.307, 0.225, 2.612], [-2.365, 0.783, 1.252], [-3.295, 1.843, 1.029], [-0.969, 1.067, 0.825], [-2.809, -0.468, 0.372]]}

Record 4
{"formula": "C6H4Br2F2", "method": "ωB97M-V/def2-TZVPD", "e_lumo_ha": 0.0086, "e_tot_ev": -151803.051, "homo_ev": -8.988, "orbital_gap_ev": 9.2, "de_lowest_kcal_mol": 62.18, "total_charge": 0, "species": ["C", "C", "C", "C", "C", "C", "F", "F", "Br", "Br", "H", "H", "H", "H"], "xyz": [[0.454, -0.425, 0.777], [-0.608, -1.216, 0.711], [-1.884, -0.819, 0.014], [-2.500, 0.391, -0.040], [2.359, 0.502, -0.576], [1.453, 0.375, 0.611], [-0.523, -2.494, 1.024], [-2.562, -1.893, -0.476], [-4.085, 0.683, -1.077], [-1.651, 2.024, 0.588], [3.340, 0.659, -0.359], [2.201, -0.305, -1.201], [2.236, 1.425, -1.241], [1.771, 1.092, 1.244]]}

Record 5
{"formula": "C6H4Br3O2", "method": "ωB97M-V/def2-TZVPD", "e_lumo_ha": 0.1036, "e_tot_ev": -220509.987, "homo_ev": -4.933, "orbital_gap_ev": 7.8, "de_lowest_kcal_mol": 0.00, "total_charge": -1, "species": ["O", "C", "O", "C", "C", "C", "Br", "C", "Br", "C", "Br", "H", "H", "H", "H"], "xyz": [[-0.804, 1.912, 1.007], [-0.922, 1.536, -0.156], [-0.756, 2.128, -1.226], [-1.291, -0.010, -0.328], [-1.268, -0.855, 0.915], [-0.186, -0.961, -0.098], [-0.055, -2.629, -1.124], [1.306, -0.401, 0.125], [2.313, -1.447, 1.333], [1.814, 0.602, -0.563], [3.611, 1.119, -0.374], [-1.998, -0.195, -1.125], [-1.055, -0.326, 1.834], [-1.948, -1.691, 1.014], [1.239, 1.219, -1.235]]}

Record 6
{"formula": "C6H4Cl2IN2O2", "method": "ωB97M-V/def2-TZVPD", "e_lumo_ha": [0.0136, 0.0171], "e_tot_ev": -46503.829, "homo_ev": [-3.841, -3.844], "orbital_gap_ev": [4.2, 4.3], "de_lowest_kcal_mol": 35.14, "total_charge": -1, "species": ["C", "C", "C", "C", "C", "C", "N", "N", "O", "O", "Cl", "Cl", "I", "H", "H", "H", "H"], "xyz": [[0.720, 0.551, 1.576], [0.020, -0.654, 1.507], [0.903, 1.492, 0.550], [-1.097, -0.666, 0.681], [0.005, 0.007, -1.257], [0.439, 1.284, -0.754], [-0.767, -0.196, -2.307], [-1.784, 0.256, -2.724], [-1.962, 0.039, 0.317], [-2.326, 0.160, -3.810], [-1.507, -2.434, 0.522], [0.794, 2.543, -1.931], [3.018, -3.078, 3.113], [1.422, 0.607, 2.527], [0.195, -1.474, 2.071], [1.505, 2.428, 0.672], [0.423, -0.864, -0.751]]}

Record 7
{"formula": "C6H4Cl2InN2O3Y", "method": "ωB97M-V/def2-TZVPD", "e_lumo_ha": [-0.6610, -0.6610], "e_tot_ev": -46622.336, "homo_ev": [-21.976, -21.974], "orbital_gap_ev": [4.0, 4.0], "total_charge": 4, "species": ["Y", "In", "Cl", "Cl", "C", "C", "C", "O", "O", "O", "N", "C", "C", "C", "N", "H", "H", "H", "H"], "xyz": [[0.434, -0.957, -4.072], [-0.635, -0.399, -0.035], [-1.334, 0.369, -2.988], [1.667, -1.014, -0.416], [-1.102, -1.922, 1.850], [-0.187, 0.149, -6.083], [0.049, -2.358, -6.055], [-0.998, -2.202, 2.981], [-0.562, 0.562, -7.103], [-0.098, -2.874, -7.091], [0.693, 0.123, 2.858], [1.002, 0.922, 3.880], [0.189, 2.025, 3.741], [-0.564, 1.794, 2.625], [-0.212, 0.625, 2.030], [1.131, -0.751, 2.637], [1.676, 0.630, 4.672], [0.138, 2.859, 4.388], [-1.291, 2.420, 2.179]]}

Record 8
{"formula": "C6H4Cl2O", "method": "ωB97M-V/def2-TZVPD", "e_lumo_ha": -0.0439, "e_tot_ev": -33375.744, "homo_ev": -9.255, "orbital_gap_ev": 8.1, "de_lowest_kcal_mol": 80.86, "total_charge": 0, "species": ["O", "C", "C", "C", "Cl", "C", "C", "C", "Cl", "H", "H", "H", "H"], "xyz": [[-1.303, 1.854, 2.764], [-0.647, 0.983, 2.315], [-0.144, -0.101, 1.927], [0.414, -0.969, 1.114], [0.546, -2.582, 1.726], [0.995, -0.774, -0.211], [0.660, -0.021, -1.242], [-0.651, 0.774, -1.495], [-1.845, -0.386, -1.308], [1.882, -1.395, -0.292], [1.425, -0.049, -1.977], [-0.923, 1.589, -0.775], [-0.408, 1.077, -2.547]]}

Record 9
{"formula": "C6H4Cl4S2", "method": "ωB97M-V/def2-TZVPD", "e_lumo_ha": -0.0052, "e_tot_ev": -78044.864, "homo_ev": -8.787, "orbital_gap_ev": 8.6, "de_lowest_kcal_mol": 7.09, "total_charge": 0, "species": ["S", "C", "C", "Cl", "C", "Cl", "C", "Cl", "C", "C", "S", "Cl", "H", "H", "H", "H"], "xyz": [[-2.490, 1.024, -1.764], [-1.034, 0.385, -1.064], [-0.614, -0.848, -1.155], [-1.619, -2.075, -1.841], [0.682, -1.444, -0.717], [1.527, -2.489, -1.889], [1.290, -1.177, 0.476], [2.765, -1.823, 1.033], [0.591, -0.177, 1.323], [1.021, 1.078, 1.473], [0.099, 2.258, 2.478], [2.376, 1.636, 0.659], [-3.141, -0.191, -1.686], [-0.660, 1.210, -0.397], [-0.406, -0.421, 1.636], [-0.386, 3.054, 1.434]]}

Record 10
{"formula": "C6H4ClF3IN4", "method": "ωB97M-V/def2-TZVPD", "e_lumo_ha": [-0.2059, -0.2430], "e_tot_ev": -41010.911, "homo_ev": [-13.616, -12.066], "orbital_gap_ev": [8.0, 5.5], "de_lowest_kcal_mol": 93.62, "total_charge": 1, "species": ["C", "C", "C", "C", "C", "C", "N", "N", "N", "N", "F", "F", "F", "Cl", "I", "H", "H", "H", "H"], "xyz": [[0.273, -0.649, -1.137], [1.914, -1.756, 0.700], [0.576, -2.010, -1.132], [1.738, -0.343, 0.736], [0.350, 1.343, -0.263], [-3.916, 2.082, -0.831], [1.359, -2.489, -0.201], [-0.093, 2.377, -0.353], [0.860, 0.118, -0.165], [2.279, 0.440, 1.630], [-3.497, 0.921, -0.437], [-3.207, 2.366, -1.874], [-4.022, 2.977, 0.122], [-0.182, -3.045, -2.282], [-1.900, -1.123, 1.829], [-0.340, -0.208, -1.812], [2.594, -2.410, 1.230], [2.908, -0.051, 2.350], [2.304, 1.463, 1.889]]}